{
  "formula": "C33H76BF3N4O3S",
  "method": "the ωB97M-V functional and the def2-TZVPD basis",
  "e_homo_ev": -13.210,
  "charge": 2,
  "species": ["B", "H", "H", "H", "H", "C", "C", "C", "N", "C", "C", "C", "C", "C", "H", "H", "H", "H", "H", "H", "H", "H", "H", "H", "H", "H", "H", "H", "H", "H", "H", "H", "C", "C", "C", "N", "C", "C", "C", "C", "C", "H", "H", "H", "H", "H", "H", "H", "H", "H", "H", "H", "H", "H", "H", "H", "H", "H", "H", "C", "C", "C", "N", "C", "C", "C", "C", "C", "H", "H", "H", "H", "H", "H", "H", "H", "H", "H", "H", "H", "H", "H", "H", "H", "H", "H", "C", "C", "C", "N", "C", "C", "C", "C", "C", "H", "H", "H", "H", "H", "H", "H", "H", "H", "H", "H", "H", "H", "H", "H", "H", "H", "H", "C", "F", "F", "F", "S", "O", "O", "O"],
  "positions_angstrom": [[-0.070903, 0.737544, -0.053916], [-0.596393, 1.632064, -0.350426], [0.561907, 0.861324, 0.811234], [-0.754473, -0.067466, 0.167314], [0.525217, 0.416134, -0.893906], [1.077537, 1.726484, 3.355064], [2.317227, 1.720264, 2.440524], [1.969487, 2.339294, 1.004964], [2.609927, 1.632104, -0.225476], [2.385067, 2.594524, -1.367236], [2.161837, 0.202474, -0.493716], [3.458507, -0.634996, -0.356276], [4.653977, 0.242964, -0.824966], [4.127287, 1.485194, -0.115876], [1.263737, 1.923164, 4.410874], [0.525017, 0.801504, 3.190004], [0.426677, 2.549204, 3.059064], [2.639297, 0.714634, 2.170194], [3.113827, 2.328824, 2.868534], [2.409607, 3.335734, 0.966004], [0.905567, 2.469374, 0.806824], [2.932577, 3.484344, -1.056526], [1.302067, 2.688074, -1.447726], [2.889737, 2.024074, -2.146976], [1.857527, 0.245374, -1.539506], [1.381317, -0.077796, 0.213624], [3.498197, -1.584656, -0.889816], [3.565577, -0.963126, 0.677634], [4.596297, 0.324604, -1.910376], [5.637987, -0.083496, -0.488426], [4.575247, 2.407954, -0.484586], [4.437497, 1.624614, 0.919704], [2.120227, -3.042426, -0.783236], [1.183237, -1.867996, -1.086226], [0.348327, -2.016786, -2.375756], [-0.776363, -0.830956, -2.542906], [-1.786343, -1.151106, -1.407046], [-0.083403, 0.580254, -2.514376], [-0.040533, 1.131684, -3.908536], [-0.693483, -0.013266, -4.781016], [-1.529383, -0.879986, -3.890346], [2.758917, -3.434356, -1.574796], [1.560597, -3.905216, -0.421976], [2.851667, -2.735396, -0.035696], [1.881287, -1.033096, -1.147606], [0.564457, -1.672946, -0.210346], [-0.216013, -2.944256, -2.472766], [1.101117, -1.877556, -3.151656], [-1.211443, -0.910586, -0.512756], [-1.977433, -2.222396, -1.344476], [-2.699883, -0.557666, -1.444176], [-0.766083, 1.247174, -1.987826], [0.905277, 0.595684, -2.055716], [-0.602013, 2.057004, -4.037396], [1.001167, 1.335724, -4.156206], [-1.284743, 0.562664, -5.492926], [0.018517, -0.688016, -5.256266], [-2.364373, -0.228856, -3.631626], [-1.690353, -1.905956, -4.221336], [-2.430913, -3.382486, 0.191054], [-1.037953, -2.738296, 0.253464], [-0.361813, -3.068076, 1.633364], [0.796517, -2.087706, 2.060044], [0.526927, -0.694316, 1.643134], [2.190647, -2.602516, 1.495264], [3.156187, -2.751296, 2.667514], [2.526317, -1.935576, 3.827334], [1.062397, -2.283086, 3.533944], [-2.980353, -2.910626, 1.005644], [-2.457373, -4.469746, 0.263674], [-2.792373, -3.048846, -0.781646], [-1.238943, -1.679616, 0.089504], [-0.351343, -3.031166, -0.540836], [0.146297, -4.025696, 1.746924], [-1.054793, -3.041226, 2.474284], [-0.504553, -0.429926, 1.876054], [0.591547, -0.470386, 0.578344], [1.208387, -0.026426, 2.170054], [2.575567, -1.787446, 0.882394], [2.056427, -3.384356, 0.747734], [4.149507, -2.384436, 2.408994], [3.270327, -3.806716, 2.914824], [2.728347, -0.866626, 3.895354], [2.654317, -2.398116, 4.806004], [0.210347, -1.937576, 4.119374], [0.937707, -3.354906, 3.688094], [-2.585173, 2.585214, -2.304546], [-2.722903, 2.446744, -0.800486], [-2.749483, 0.994314, -0.395106], [-3.084093, 0.633954, 1.052054], [-2.274383, 1.573034, 1.966664], [-2.538663, -0.928666, 1.191264], [-3.516333, -1.581356, 2.180414], [-4.856583, -0.987396, 1.862844], [-4.575323, 0.504104, 1.399464], [-1.557523, 2.443574, -2.639176], [-2.745403, 3.629474, -2.572746], [-3.179213, 1.846104, -2.842076], [-3.663853, 2.912924, -0.508276], [-1.844273, 2.957184, -0.406086], [-1.742253, 0.635894, -0.607556], [-3.494383, 0.487434, -1.008526], [-2.332243, 1.180014, 2.981694], [-2.808743, 2.522584, 1.936154], [-1.287723, 1.632084, 1.507194], [-1.487353, -0.749156, 1.416244], [-2.542303, -1.402626, 0.209714], [-3.387643, -1.464146, 3.256424], [-3.415143, -2.640146, 1.942014], [-5.393373, -1.047456, 2.809604], [-5.393353, -1.586216, 1.127064], [-4.842203, 1.199194, 2.195534], [-5.067833, 0.923114, 0.521994], [-0.000903, 3.478014, -0.779186], [-0.876463, 3.459244, 0.240004], [1.179787, 3.777304, -0.200056], [0.109647, 2.261394, -1.379676], [-0.420453, 4.846934, -2.073306], [-1.826063, 4.642434, -2.578026], [-0.326403, 6.073944, -1.252466], [0.714347, 4.646434, -3.069746]],
  "forces_ev_per_angstrom": [[-3.204, 1.219, 1.611], [-2.786, -1.200, 3.196], [0.186, 2.276, 2.129], [-1.458, -0.875, 1.295], [-1.273, -0.745, 0.698], [0.027, 0.563, -0.255], [-0.711, 0.699, -1.700], [2.310, -0.980, 2.680], [0.993, 0.498, 1.762], [2.886, -2.152, -1.237], [5.886, 2.050, 1.484], [2.693, 0.256, -0.886], [-2.477, 0.133, 1.266], [1.643, 2.610, 0.389], [0.341, -0.399, -0.061], [-0.225, 0.760, 1.008], [-0.123, 0.065, -0.112], [0.688, -0.070, 0.817], [0.136, -0.413, -0.030], [0.590, -0.617, 0.717], [1.499, -1.230, 1.757], [0.027, -0.196, -0.946], [6.307, -0.424, -2.628], [0.025, 0.631, -0.739], [1.749, 0.258, 0.580], [5.494, 0.950, -1.755], [0.142, 0.945, -0.314], [1.053, 1.267, -0.082], [0.304, 0.181, 0.026], [-0.183, 0.126, -0.026], [-0.258, 0.060, -0.550], [-0.277, -1.048, 0.314], [0.506, -1.243, -4.054], [0.051, -1.441, -0.885], [-0.299, 1.923, -0.123], [1.248, -2.230, 0.581], [0.689, 0.324, -4.601], [-2.667, -1.356, -2.869], [0.170, -1.821, -1.112], [0.950, 0.787, -0.751], [0.787, 1.846, 1.410], [-0.536, 0.191, -1.050], [-0.064, -0.408, -0.575], [0.039, -1.048, -3.284], [-1.887, -3.216, -1.712], [0.821, -0.481, -1.221], [0.204, 0.028, -0.179], [-0.551, -0.187, -0.606], [-0.646, 2.128, -3.480], [0.449, 1.324, -2.099], [0.939, -1.388, -1.409], [-0.502, -2.904, -1.319], [-1.518, -0.312, -2.500], [0.150, -0.115, 0.093], [-0.127, -0.014, -0.481], [-0.085, -0.840, -0.464], [0.306, 0.600, -0.427], [-0.832, -0.922, -0.204], [-0.360, 0.261, 0.196], [1.030, -0.954, -0.311], [1.531, -3.658, 3.109], [0.876, 0.905, 0.126], [0.665, -2.171, 0.201], [1.098, -2.186, 2.837], [-1.354, 1.674, 3.288], [0.057, 0.179, 0.343], [-1.580, -1.139, -0.022], [-1.060, -0.216, 0.048], [0.552, -1.967, -2.563], [0.108, 0.041, -0.046], [-1.268, -1.293, 0.697], [2.221, -3.992, 2.671], [-1.035, -0.754, 0.535], [-0.321, -0.248, -0.583], [-0.285, 0.265, -0.130], [1.897, 0.042, 1.231], [-1.632, -3.837, 3.045], [-0.170, -1.254, -0.466], [-1.485, -0.282, 1.705], [-0.762, -0.457, 4.064], [0.037, 0.004, -0.124], [-0.027, 0.106, 0.348], [0.161, -0.125, -0.278], [0.720, 0.224, 0.010], [0.295, 0.999, 0.090], [0.381, -0.263, -0.129], [-1.243, -2.723, -0.242], [-1.646, -0.490, -0.397], [-1.752, 1.575, -0.086], [1.093, -1.929, 0.204], [-1.556, -0.874, -0.604], [-2.102, 3.784, 1.907], [1.049, 0.634, -0.006], [-0.412, 0.827, -0.512], [0.303, 0.023, 0.094], [-0.799, 0.158, -0.011], [-1.707, -2.054, -0.178], [-0.415, -0.240, -0.199], [-0.017, 0.398, 0.176], [-4.495, -1.689, -1.041], [-2.043, 0.608, 0.534], [-0.649, 0.465, 0.459], [0.304, -0.036, -0.040], [0.266, 0.076, -0.009], [-0.191, 0.055, 0.568], [-2.365, -0.690, 0.274], [-2.262, 1.291, 1.398], [0.946, 0.237, -0.105], [-1.473, 0.706, 2.339], [-0.558, 0.462, -0.398], [-0.055, 0.279, -0.172], [0.413, -0.023, 0.145], [-0.440, -0.701, -0.028], [-0.724, 4.615, -0.567], [4.356, 2.560, 2.627], [-4.376, 5.381, -1.263], [-0.670, 8.546, -2.381], [0.217, 3.757, -2.371], [5.989, 3.943, 0.873], [0.267, -2.755, -0.799], [-3.141, -0.504, 2.836]]
}

=====

{
  "formula": "C26H26N4O8OsP2",
  "method": "the ωB97M-V functional and the def2-TZVPD basis",
  "e_homo_ev": [-11.843, -14.454],
  "spin_multiplicity": 5,
  "charge": 2,
  "species": ["C", "C", "C", "C", "C", "C", "C", "C", "C", "C", "C", "C", "C", "H", "H", "H", "H", "H", "H", "H", "N", "Os", "C", "H", "H", "C", "H", "H", "P", "P", "C", "H", "H", "H", "C", "H", "H", "H", "C", "H", "H", "H", "C", "H", "H", "H", "C", "O", "H", "O", "N", "O", "C", "C", "C", "C", "O", "C", "C", "N", "O", "O", "N", "O", "O", "H", "H"],
  "positions_angstrom": [[-2.644749, 1.637577, -3.887303], [-1.726913, 1.893450, -2.868966], [-2.211325, 2.297985, -1.586123], [-3.627303, 2.367308, -1.329780], [-4.514969, 2.101421, -2.406526], [-4.029181, 1.747331, -3.653060], [-4.027935, 2.606760, -0.012456], [-3.112894, 3.008369, 0.967802], [-1.717595, 2.926296, 0.628843], [-0.721991, 3.228147, 1.606219], [-1.116213, 3.608089, 2.885944], [-2.480892, 3.719906, 3.210280], [-3.462912, 3.433247, 2.276724], [-2.274346, 1.326964, -4.865187], [-5.587072, 2.186575, -2.201399], [-4.720223, 1.528578, -4.469200], [-5.093889, 2.568120, 0.233027], [-0.347858, 3.801366, 3.635288], [-2.755443, 4.025003, 4.219192], [-4.527106, 3.515650, 2.511459], [-1.327178, 2.430574, -0.566898], [-0.177897, -0.356809, 0.139163], [-0.242948, 1.670486, -3.013755], [0.320593, 2.461348, -2.497880], [0.057164, 1.618929, -4.067746], [0.706898, 3.043583, 1.188415], [0.869064, 3.411763, 0.165278], [1.394921, 3.540185, 1.881423], [0.270832, 0.084452, -2.166763], [1.150016, 1.229619, 1.110126], [1.397075, 0.858089, 2.887161], [1.787317, -0.164668, 2.972519], [2.121758, 1.559756, 3.318262], [0.449260, 0.933195, 3.433432], [2.864476, 1.360988, 0.516811], [3.451291, 1.938059, 1.244161], [3.309315, 0.363820, 0.406371], [2.890965, 1.873748, -0.450160], [-0.597297, -1.171253, -3.176319], [-0.394802, -1.011846, -4.243183], [-0.247657, -2.164107, -2.867063], [-1.674937, -1.099878, -2.993460], [2.014091, -0.117392, -2.648579], [2.418790, -1.019058, -2.170926], [2.079708, -0.211295, -3.742217], [2.603032, 0.744028, -2.312635], [-1.034079, -0.664714, 1.778403], [-1.536215, -0.926075, 2.799240], [-1.740825, 0.276899, -0.094561], [1.597877, -7.375588, 2.480841], [2.555245, -6.604626, 2.286746], [3.715463, -6.862953, 2.678920], [2.325265, -5.355867, 1.580311], [1.028279, -5.026725, 1.151763], [0.770310, -3.764946, 0.602317], [1.822005, -2.770716, 0.589253], [1.637338, -1.495796, 0.521309], [3.165008, -3.251708, 0.789771], [3.397025, -4.480150, 1.385171], [4.266958, -2.327542, 0.524410], [5.275947, -2.430405, 1.250284], [4.173394, -1.513766, -0.410840], [-0.554254, -3.505299, 0.118753], [-1.376474, -4.418027, 0.190098], [-0.901109, -2.368305, -0.428140], [0.216149, -5.730421, 1.263992], [4.403653, -4.737730, 1.701643]],
  "forces_ev_per_angstrom": [[-0.057, 0.069, 0.327], [0.297, -0.016, 0.447], [-0.319, -0.458, 0.840], [0.625, -0.304, -0.737], [-0.252, 0.161, 0.849], [0.234, -0.042, -0.401], [-0.894, 0.715, -0.065], [0.755, 0.050, 0.498], [-0.662, -0.650, -0.405], [0.119, -0.247, -0.405], [-0.130, -0.099, -0.272], [0.388, 0.095, 0.226], [-0.510, -0.331, -0.718], [-0.184, 0.103, 0.216], [0.341, -0.152, -0.282], [0.177, 0.116, 0.285], [0.291, 0.025, -0.057], [-0.275, 0.063, -0.131], [-0.006, -0.054, -0.269], [0.376, -0.013, 0.138], [-0.071, 1.555, -0.409], [-0.128, 0.271, -1.194], [-0.118, 0.054, 0.526], [-0.182, -0.100, -0.322], [0.003, -0.084, 0.269], [-0.325, -0.298, -0.191], [-0.061, 0.075, 0.395], [-0.032, -0.200, -0.146], [-0.326, -0.281, -1.804], [2.566, 1.943, 1.512], [0.006, -0.021, -0.123], [-0.107, 0.246, 0.078], [-0.128, -0.173, -0.069], [0.202, -0.063, -0.061], [0.153, 0.003, 0.076], [-0.085, -0.086, -0.217], [-0.151, 0.307, -0.008], [0.025, -0.052, 0.161], [0.103, 0.096, 0.097], [0.024, -0.085, 0.228], [-0.167, 0.218, -0.179], [0.184, -0.120, -0.003], [0.051, 0.070, 0.063], [-0.052, 0.221, -0.106], [-0.010, 0.047, 0.306], [-0.083, -0.239, -0.127], [-3.172, -1.476, 4.931], [1.587, 0.965, -3.016], [0.585, -0.844, 0.041], [1.341, 1.883, -0.667], [0.830, -2.995, 1.549], [-2.227, 1.119, -1.050], [-0.812, 1.042, -0.412], [0.743, -0.090, 0.080], [1.320, 0.539, 0.317], [0.287, -1.064, 0.082], [-1.289, 0.526, -0.942], [-1.318, -0.062, 0.420], [0.155, 0.154, -0.321], [2.341, 0.741, 0.531], [-2.163, 0.130, -1.423], [-0.225, -1.352, 1.255], [-1.731, -0.610, -0.581], [0.839, 1.493, 0.106], [1.372, -2.197, 0.351], [0.069, -0.109, 0.016], [-0.135, -0.125, -0.103]]
}